(1)
DFT (ωB97M-V/def2-TZVPD) results for a 12-piece molecular cluster, C68H164N12O12 overall in a non-equilibrium geometry.

The value obtained for the energy above the lowest of the compared OMol25 structures with the same formula, charge and spin is 139.0 kJ/mol. As for the HOMO energy: -8.10 eV. The value obtained for the frontier orbital gap is 8.70 eV. Its SMILES is CC1(C)CCCC(C)(C)N1O.CC1(C)CCCC(C)(C)N1O.CC1(C)CCCC(C)(C)N1O.CC1(C)CCCC(C)(C)N1O.COC[C@H](C)N.COC[C@H](C)N.COC[C@H](C)N.COC[C@H](C)N.COC[C@H](C)N.COC[C@H](C)N.COC[C@H](C)N.COC[C@H](C)N. Its total charge is 0. The energy is -4248.82657 a.u.

Structure (XYZ):
```
256
C68H164N12O12, DFT ωB97M-V/def2-TZVPD
O 3.508 -1.279 4.489
O -3.607 2.479 4.750
O 3.418 1.509 -1.124
O -5.920 2.612 0.398
O -1.833 -1.973 -1.421
O 0.246 5.859 0.300
O -0.923 -6.013 -2.984
O -0.694 -5.425 4.500
O 0.670 2.666 -5.584
O 4.681 -3.434 2.926
O 2.716 -1.763 -5.585
O -6.690 -5.591 -0.146
N 0.134 6.923 -0.602
N 2.611 3.956 -0.071
N 3.830 -3.713 1.833
N 3.865 0.299 -7.207
N 4.289 3.021 -5.039
N -0.562 -6.908 6.813
N -1.648 -0.630 -0.992
N -7.254 -0.357 0.931
N -4.640 -2.569 -0.585
N -3.276 -7.014 -4.697
N -2.316 3.155 4.906
N 2.979 1.107 1.764
C 2.183 -2.282 -4.415
C 4.554 -0.923 -6.836
C -0.727 -6.820 4.424
C 1.938 2.458 -5.052
C 5.287 0.459 2.621
C 2.737 -5.622 -0.020
C -1.460 1.008 4.096
C 3.700 5.204 -1.873
C 0.025 9.314 -0.697
C 3.041 3.895 -1.482
C 4.103 0.269 -1.512
C 3.758 -4.559 -0.478
C -2.353 -5.952 -5.017
C -0.027 -8.962 5.593
C 0.053 1.593 -0.934
C -0.620 -0.388 -3.337
C -1.683 -5.205 -3.820
C -3.108 -4.937 -5.906
C 4.091 -1.329 -5.490
C -4.249 -4.324 0.957
C 3.221 -5.912 2.941
C 2.931 3.414 -5.541
C -1.197 1.512 -1.901
C 3.040 -1.445 5.884
C -7.743 -6.173 0.599
C -1.440 -4.828 3.383
C -5.429 1.319 0.702
C 5.811 -5.237 1.105
C 0.058 2.688 5.081
C -1.548 1.356 6.503
C -2.435 3.746 2.409
C -6.537 -4.204 -0.167
C -5.630 -0.087 2.804
C -6.403 0.618 1.661
C -1.176 8.084 -2.327
C 1.854 -5.028 1.066
C -0.357 0.801 0.337
C -1.318 -5.996 -1.629
C -2.203 4.205 3.908
C -5.154 3.300 -0.556
C -1.334 2.070 5.142
C -3.084 5.330 4.242
C -1.024 6.808 -1.482
C 0.263 8.148 0.195
C 4.062 2.721 -1.623
C 4.701 -4.185 0.687
C 3.046 -0.078 3.806
C 1.702 8.215 0.792
C -3.010 0.093 -2.867
C 2.695 -4.642 2.280
C -1.287 9.240 -1.445
C -0.640 -0.615 0.038
C 3.761 0.109 2.504
C 2.787 3.690 -7.027
C -0.024 3.866 -5.050
C 0.064 -7.404 5.577
C 1.880 -3.863 3.293
C 6.047 -0.650 -6.735
C 5.426 -2.822 0.181
C -0.760 4.855 4.052
C -0.741 8.258 1.386
C -1.217 -1.279 1.325
C -1.577 0.115 -2.273
C 0.247 3.690 3.928
C -5.022 -3.962 -0.292
C -2.314 6.378 -0.754
C 0.707 -1.426 -0.267
C -0.754 5.643 -2.377
H -5.359 0.726 -0.230
H 4.362 2.610 -2.638
H -0.704 5.582 3.254
H -0.229 8.242 -2.877
H 6.783 -4.887 0.803
H -0.698 1.231 3.317
H -2.316 -1.248 1.360
H -6.316 -0.612 3.460
H 1.100 -2.119 -4.259
H -1.753 -7.188 4.372
H -1.632 -6.427 -5.648
H 5.656 0.480 1.636
H 0.014 10.196 -0.031
H -0.511 9.080 2.074
H -2.383 -5.895 -1.451
H -2.042 2.750 2.154
H 1.243 4.106 3.968
H 2.454 -3.387 4.142
H -0.901 -2.326 1.383
H 3.445 -0.497 -1.132
H 0.358 0.939 1.114
H 4.744 -2.071 -5.031
H 1.720 9.075 1.529
H 5.012 3.642 -5.383
H 6.099 -2.971 -0.696
H -3.222 6.387 -1.329
H -0.800 4.728 -1.808
H 2.945 -0.467 6.355
H -4.258 3.035 5.233
H -4.417 1.392 1.090
H 0.710 1.899 4.970
H 4.717 -2.097 -0.222
H 6.578 -1.573 -6.419
H 1.983 -0.123 3.612
H -2.809 6.233 3.670
H -7.926 0.147 0.394
H -3.142 0.967 -3.507
H 3.057 6.000 -1.543
H -0.604 5.320 5.011
H -0.641 -1.483 -3.392
H 1.436 -4.081 0.756
H -4.119 5.304 4.086
H 0.387 -0.076 -3.013
H -4.488 -3.713 1.843
H 3.469 4.449 -7.433
H 6.435 -0.317 -7.695
H -2.880 5.591 5.285
H -0.816 -4.866 2.502
H -3.211 -4.125 0.732
H 3.770 -5.663 3.799
H -0.952 -5.984 6.682
H -2.847 -7.786 -4.160
H 2.212 1.437 -5.356
H 5.480 1.364 3.112
H 2.056 -1.934 5.841
H 0.246 3.239 2.926
H 1.569 -2.969 2.754
H 0.299 2.659 -0.688
H -1.338 1.246 0.544
H -3.750 0.124 -2.077
H 1.065 5.314 0.161
H -4.135 3.482 -0.073
H 2.072 3.663 -1.987
H -2.319 -5.461 3.149
H -7.074 -3.724 -0.992
H -1.182 0.010 4.411
H -0.837 -0.780 2.208
H 4.185 0.191 -2.637
H -5.264 -2.133 -1.246
H -2.029 4.481 1.726
H 4.385 -1.684 -7.578
H 1.035 -4.353 3.761
H -0.769 7.316 2.019
H -1.611 2.116 7.284
H 2.655 4.338 -4.974
H 4.977 2.885 -1.054
H 1.984 3.165 0.100
H -1.760 -3.813 3.603
H -4.988 -0.812 2.346
H 1.163 -1.720 0.684
H -0.184 3.745 -4.008
H 4.729 5.180 -1.395
H 0.578 4.780 -5.186
H -7.839 -0.913 1.550
H -2.125 1.950 -1.494
H -1.447 5.614 -3.218
H 5.688 -6.280 0.684
H -2.241 9.195 -0.843
H 5.991 -2.319 0.980
H 0.809 9.406 -1.458
H -2.449 -4.086 -6.012
H -4.658 -4.531 -1.199
H -1.376 10.189 -2.028
H -6.906 -3.645 0.717
H -3.354 -5.388 -6.872
H -4.451 -5.340 1.281
H -1.794 8.471 1.114
H 3.268 -3.677 -0.869
H -5.624 4.239 -0.753
H -0.006 -7.041 7.634
H 5.874 -5.374 2.179
H -2.496 -4.749 -3.226
H 0.029 -9.243 4.585
H 1.066 -7.022 5.429
H 4.136 -0.469 -4.757
H 3.857 5.196 -2.930
H 4.060 0.672 -8.168
H 0.845 -9.459 6.035
H 1.778 4.077 -7.186
H 4.448 2.069 -5.318
H 6.244 0.080 -5.958
H 3.800 -6.462 2.228
H 0.245 5.722 -2.754
H 0.486 -2.350 -0.860
H -2.452 7.047 0.080
H 2.916 1.989 2.234
H 3.371 4.005 0.584
H 2.353 -6.475 3.302
H -5.010 0.616 3.352
H 1.005 -5.762 1.314
H 2.035 7.263 1.220
H 2.470 8.501 0.051
H 2.909 -0.014 -7.317
H -2.022 8.004 -3.032
H -4.620 -1.995 0.285
H 2.606 -1.777 -3.520
H -2.671 -2.221 -1.012
H -1.018 -9.238 6.111
H 4.347 -4.892 -1.329
H 2.510 -3.305 -4.337
H -1.049 -4.434 -4.204
H 0.951 1.116 -1.445
H -3.205 -0.772 -3.429
H 3.786 -2.078 6.438
H -0.691 0.712 6.633
H -6.992 1.418 2.064
H 1.969 2.456 -3.940
H 2.094 -5.837 -0.868
H -8.573 -6.230 -0.099
H 5.087 0.372 -0.964
H -7.948 -5.573 1.497
H -3.947 -6.584 -4.031
H -7.424 -7.192 0.830
H 3.634 -0.785 1.928
H -1.055 -6.995 -1.242
H -2.488 0.762 6.492
H -0.863 -5.205 -1.086
H 3.274 -6.538 0.190
H 1.477 -0.789 -0.788
H -2.447 0.914 3.661
H 5.851 -0.362 3.107
H -3.520 3.786 2.369
H 3.250 0.723 4.475
H 2.773 2.825 -7.708
H -2.170 5.363 -0.377
H -0.939 3.945 -5.679
H 3.305 1.284 0.822
H 0.169 3.127 6.066
H -4.018 -4.691 -5.478
H -0.257 -7.121 3.522
H -0.941 2.099 -2.783
H -5.007 2.734 -1.490
H 4.383 -2.606 3.318
H -0.775 0.148 -4.261
```



(2)
DFT (ωB97M-V/def2-TZVPD) results for one molecule with the formula CH3Cl2P in a non-equilibrium geometry.

The value obtained for the energy above the lowest of the compared OMol25 structures with the same formula, charge and spin is 143.3 kJ/mol. As for the HOMO energy: -10.10 eV. The value obtained for the frontier orbital gap is 10.39 eV. Its SMILES is ClCPCl. Its total charge is 0. The energy is -1301.62612 a.u.

Structure (XYZ):
```
7
CH3Cl2P, DFT ωB97M-V/def2-TZVPD
Cl 2.542 -0.014 -0.054
Cl -1.950 0.531 0.015
P 0.882 1.331 -0.083
C -0.322 -0.134 -0.200
H 0.962 1.241 1.239
H -0.079 -0.675 0.709
H -0.159 -0.418 -1.275
```



(3)
DFT (ωB97M-V/def2-TZVPD) results for C4H9BO2 as an isolated structure in a non-equilibrium geometry.

The value obtained for the energy above the lowest of the compared OMol25 structures with the same formula, charge and spin is 163.0 kJ/mol. As for the HOMO energy: -10.35 eV. The value obtained for the frontier orbital gap is 11.01 eV. Its total charge is 0. The energy is -333.16497 a.u.

Structure (XYZ):
```
16
C4H9BO2, DFT ωB97M-V/def2-TZVPD
O 0.071 -0.796 -0.722
O 0.825 1.013 0.088
C -1.904 0.843 -0.277
C 2.293 -0.235 -1.404
C 1.030 0.043 -0.715
C -0.803 -0.655 1.848
B -0.730 -0.100 0.335
H -1.619 -1.197 2.339
H -0.856 0.213 2.323
H -2.266 1.477 0.572
H 2.576 0.354 -2.241
H 3.130 -0.302 -0.675
H -2.574 0.309 -0.894
H -1.487 1.550 -0.939
H 2.289 -1.240 -1.696
H 0.024 -1.276 2.059
```



(4)
DFT (ωB97M-V/def2-TZVPD) results for C33H35N3O2STl as an isolated structure.

The value obtained for the energy above the lowest of the compared OMol25 structures with the same formula, charge and spin is 0.0 kJ/mol. As for the HOMO energy: -16.70 eV. The value obtained for the frontier orbital gap is 5.77 eV. Its total charge is +3. The energy is -2162.87356 a.u.

Structure (XYZ):
```
75
C33H35N3O2STl, DFT ωB97M-V/def2-TZVPD
Tl 0.839 -0.206 1.388
S -0.089 -3.228 -1.688
O 3.031 -0.510 -0.234
O 0.000 -2.410 -0.425
N -1.510 1.063 0.004
N 0.769 2.417 0.938
N -2.146 -1.347 1.133
C 1.524 4.795 -0.262
C -3.798 1.239 -0.744
C -1.514 -2.951 2.793
C 2.476 1.259 -1.762
C 3.252 -0.017 -1.557
C 0.874 -0.766 -5.323
C -3.625 2.595 -1.002
C -2.955 -0.850 0.235
C -4.076 -1.776 -1.814
C -2.718 -2.453 -2.456
C -4.219 -3.116 -2.264
C 1.905 3.021 1.299
C -0.019 2.995 0.020
C 1.132 -2.129 -5.307
C 0.324 -0.127 -4.211
C -4.141 -1.654 -0.291
C -2.143 -2.603 1.515
C 2.303 4.229 0.724
C 3.953 -1.567 0.078
C 0.018 -0.854 -3.076
C -2.398 3.151 -0.748
C 2.757 2.346 2.334
C 0.835 -2.874 -4.173
C -1.337 2.349 -0.262
C -2.871 -3.640 0.744
C -4.234 -3.110 0.220
C -1.898 -3.216 -1.676
C -4.080 -4.009 -1.040
C -2.728 0.518 -0.226
C 0.335 4.170 -0.621
C 0.267 -2.226 -3.081
C -2.571 -4.136 -0.710
C 3.667 -2.124 1.450
H -4.772 0.794 -0.888
H 4.413 -2.878 1.701
H -1.232 -2.074 3.367
H 1.051 -3.935 -4.138
H 4.969 -1.166 0.028
H -2.111 -5.124 -0.762
H -0.618 -3.548 2.563
H -4.650 -4.931 -1.066
H 3.219 4.701 1.049
H 3.495 3.031 2.744
H -0.382 -0.375 -2.188
H 2.950 -0.786 -2.279
H -4.317 -0.928 -2.442
H 3.724 -1.346 2.214
H 1.409 1.105 -1.577
H -4.447 3.200 -1.361
H 1.823 5.717 -0.741
H -2.161 -3.612 3.375
H -0.285 4.607 -1.390
H 1.112 -0.188 -6.206
H 2.835 2.046 -1.099
H 0.150 0.940 -4.236
H 4.322 0.162 -1.697
H 3.866 -2.348 -0.685
H -5.064 -1.121 -0.052
H 2.594 1.605 -2.789
H 3.303 1.509 1.887
H -2.253 4.212 -0.882
H -2.396 -1.966 -3.364
H -4.672 -3.403 -3.205
H -3.005 -4.525 1.362
H -5.088 -3.270 0.872
H 1.574 -2.612 -6.168
H 2.687 -2.605 1.491
H 2.148 1.976 3.160
```



(5)
DFT (ωB97M-V/def2-TZVPD) results for a 2-piece molecular cluster, C4H13NO2 overall in a non-equilibrium geometry.

The value obtained for the energy above the lowest of the compared OMol25 structures with the same formula, charge and spin is 97.7 kJ/mol. As for the HOMO energy: -9.16 eV. The value obtained for the frontier orbital gap is 9.81 eV. Its SMILES is CC(C)NCO.O. Its total charge is 0. The energy is -365.40528 a.u.

Structure (XYZ):
```
20
C4H13NO2, DFT ωB97M-V/def2-TZVPD
O -0.299 4.068 0.585
O -1.930 -0.167 0.375
N 0.077 -1.457 0.726
C 0.900 0.552 -0.664
C -1.234 -1.411 0.162
C 1.620 -1.793 -1.145
C 1.160 -0.807 -0.031
H 2.550 -1.405 -1.549
H -1.288 -1.458 -0.930
H 0.577 1.362 -0.012
H -2.022 0.094 1.302
H -0.653 4.707 -0.070
H 0.018 -0.954 1.604
H 1.897 0.902 -0.957
H 1.938 -0.641 0.718
H 0.157 0.571 -1.459
H -1.028 3.568 0.920
H 0.864 -1.678 -1.917
H -1.899 -2.222 0.471
H 1.745 -2.789 -0.740
```



(6)
DFT (ωB97M-V/def2-TZVPD) results for one molecule with the formula C3H8N2OS in a non-equilibrium geometry.

The value obtained for the energy above the lowest of the compared OMol25 structures with the same formula, charge and spin is 43.5 kJ/mol. As for the HOMO energy: -9.09 eV. The value obtained for the frontier orbital gap is 9.78 eV. Its SMILES is NC(=O)[C@H](N)CS. Its total charge is 0. The energy is -702.06093 a.u.

Structure (XYZ):
```
15
C3H8N2OS, DFT ωB97M-V/def2-TZVPD
S 0.088 -1.156 2.555
O 0.136 1.796 -1.240
N -1.738 -0.063 -0.151
N 1.495 0.012 -1.707
C 0.450 0.639 -1.095
C -0.276 -0.232 -0.059
C 0.207 0.202 1.329
H -0.044 -1.283 -0.204
H -0.347 1.061 1.691
H -1.252 -1.094 2.561
H 2.086 0.552 -2.316
H -1.917 0.671 -0.829
H 1.250 0.487 1.289
H 1.958 -0.714 -1.183
H -2.096 -0.877 -0.641
```



energy above the lowest of the compared OMol25 structures with the same formula, charge and spin of number 1 (C68H164N12O12)?
139.0 kJ/mol